This record from the Open Molecules 2025 dataset describes a cluster of 2 separate species, C19H30BrN2O6S in total. The level of theory is wB97M-V/def2-TZVPD.

Geometry as XYZ:
```
59
Properties=species:S:1:pos:R:3:forces:R:3:lowdin_charge:R:1
C 3.806 -2.703 -0.501 -0.411 -0.466 -0.206 0.2167
C 2.868 -2.155 -0.993 0.108 0.302 0.208 -0.1043
N 1.856 -1.406 -1.500 0.007 0.165 -0.031 0.0738
C 2.028 -0.361 -2.417 -0.026 -0.286 -0.034 -0.1742
C 3.368 0.022 -2.879 0.308 0.094 0.138 -0.3905
S 4.234 1.028 -1.651 0.081 -0.052 0.170 0.9316
C 3.159 2.470 -1.469 0.428 0.031 0.115 -0.5570
C 3.369 3.030 -0.079 -0.018 -0.050 -0.026 -0.1648
C 0.794 0.115 -2.670 -0.355 -0.288 0.133 -0.1143
C 0.274 1.169 -3.572 -0.310 -0.030 -0.135 -0.1158
C 1.217 1.510 -4.693 0.486 -0.009 0.015 -0.8200
O 1.581 0.733 -5.504 -0.083 -0.056 -0.194 0.0836
Br 1.876 3.311 -4.654 -0.075 0.209 -0.196 0.8405
N -0.102 -0.641 -1.905 -0.164 -0.101 0.169 0.0735
C -1.563 -0.525 -1.894 0.183 0.104 -0.227 -0.0896
C -2.083 0.825 -1.440 0.060 -0.147 0.140 -0.1331
C -3.464 0.683 -0.828 -0.271 0.489 -0.148 -0.2350
O -4.121 1.927 -0.852 0.155 -0.029 0.186 -0.1718
C -5.298 1.957 -1.635 0.104 0.074 0.036 -0.0875
C 0.551 -1.550 -1.196 0.298 0.262 -0.188 -0.1395
C 0.021 -2.525 -0.227 -0.090 0.089 0.103 -0.0310
C -0.799 -1.925 0.935 -0.173 -0.039 0.079 -0.2213
O -2.080 -2.517 1.022 -0.010 -0.128 -0.135 -0.0420
H 4.517 -3.400 -0.145 0.444 0.041 0.187 0.0589
H 3.993 -0.860 -2.937 0.100 -0.300 -0.174 0.0841
H 3.342 0.461 -3.865 0.026 0.193 -0.155 0.0747
H 2.121 2.200 -1.617 -0.243 -0.165 -0.064 0.0518
H 3.444 3.202 -2.209 -0.080 0.165 -0.216 0.0304
H 3.180 2.279 0.676 -0.102 -0.203 0.233 0.0656
H 2.702 3.864 0.087 -0.128 0.315 0.082 0.0766
H 4.389 3.369 0.046 0.237 0.147 0.064 0.0742
H -0.597 0.768 -4.080 -0.331 -0.059 -0.119 0.1393
H -0.041 2.042 -3.023 0.024 0.330 0.125 0.1043
H -1.924 -0.766 -2.886 -0.079 -0.050 -0.283 0.1476
H -1.920 -1.312 -1.250 -0.106 -0.282 0.231 0.1089
H -1.413 1.257 -0.706 0.203 0.188 0.128 0.1305
H -2.169 1.514 -2.265 0.047 0.224 -0.276 0.1135
H -3.378 0.379 0.211 -0.002 -0.266 0.317 0.1222
H -4.040 -0.068 -1.367 -0.158 -0.194 -0.103 0.1287
H -5.708 2.952 -1.548 -0.097 0.252 0.037 0.0929
H -5.088 1.762 -2.684 0.069 -0.097 -0.259 0.0896
H -6.030 1.244 -1.274 -0.219 -0.232 0.095 0.0908
H -0.589 -3.262 -0.737 -0.185 -0.187 -0.127 0.1468
H 0.875 -3.045 0.180 0.268 -0.286 0.050 0.1180
H -0.870 -0.844 0.861 0.034 0.276 -0.060 0.1207
H -0.280 -2.143 1.856 0.127 -0.018 0.336 0.1197
H -2.766 -1.888 0.789 -0.072 0.077 0.029 0.0716
C 1.601 -1.402 7.031 0.087 -0.037 0.022 -0.0264
O 0.933 -1.590 5.774 0.010 0.007 -0.001 0.0025
C -0.262 -1.014 5.702 0.032 -0.042 -0.022 -0.6251
O -0.799 -0.370 6.560 0.000 0.021 0.035 0.1383
O -0.777 -1.274 4.492 -0.019 0.008 -0.083 -0.0129
C -2.073 -0.707 4.287 -0.098 0.051 -0.147 -0.0345
H 2.548 -1.923 6.937 0.006 -0.010 -0.012 0.0942
H 1.767 -0.345 7.219 -0.030 0.024 0.007 0.0989
H 1.014 -1.830 7.840 -0.036 0.014 0.011 0.1004
H -2.039 0.377 4.375 0.008 0.008 0.071 0.1013
H -2.793 -1.107 4.997 0.028 0.002 0.064 0.1046
H -2.360 -0.991 3.278 0.007 -0.055 0.008 0.0697
```
Positions in Å, forces in eV/Å.

Computed properties:
Largest force on an atom   0.7 eV/A
E_HOMO   -11.705 eV
Total charge   +1

This record from the Open Molecules 2025 dataset describes a structure of composition C19H30IN7OPS4V. The level of theory is wB97M-V/def2-TZVPD.

Geometry as XYZ:
```
64
Properties=species:S:1:pos:R:3:forces:R:3:mulliken_spin:R:1
V 0.004 0.127 1.629 0.079 0.893 0.287 1.0356
C 1.696 4.744 3.359 -0.020 -0.020 0.024 -0.0003
C 1.214 3.537 4.070 0.004 -0.052 0.088 0.0013
N 0.837 3.467 5.308 -0.008 -0.287 -0.180 -0.0006
N 0.476 2.152 5.482 -0.038 0.220 0.345 -0.0014
C 0.606 1.404 4.393 -0.074 -0.236 -0.044 -0.0005
S 0.295 -0.244 4.131 0.142 0.196 0.022 -0.0024
N 1.082 2.291 3.483 -0.022 -0.076 -0.441 -0.0043
N 1.343 1.871 2.161 0.061 0.216 0.290 0.0074
H 1.665 5.586 4.046 0.007 -0.002 0.004 0.0001
H 1.065 4.975 2.499 -0.008 -0.010 0.009 0.0000
H 2.721 4.611 3.011 0.007 -0.007 0.000 -0.0001
H 0.144 1.834 6.379 0.016 0.031 -0.010 0.0000
H 2.329 1.622 2.106 -0.002 0.038 -0.129 0.0006
H 1.162 2.642 1.519 -0.040 -0.005 0.027 -0.0010
C 3.753 -0.697 2.688 0.022 0.001 0.030 0.0014
C 2.954 -1.877 2.139 0.011 0.108 -0.001 0.0051
P 1.703 -1.381 0.882 0.444 -0.635 -0.098 -0.0493
C 1.134 -3.000 0.189 -0.014 -0.015 0.013 0.0093
C 1.907 -4.266 0.557 0.025 0.015 0.020 -0.0012
C 2.736 -0.691 -0.469 0.044 0.007 -0.038 0.0021
C 3.884 -1.571 -0.954 -0.008 -0.017 -0.010 -0.0005
H 4.518 -1.039 3.385 -0.001 -0.011 -0.003 0.0002
H 3.112 -0.008 3.244 -0.015 -0.019 -0.015 0.0011
H 4.269 -0.152 1.893 -0.020 0.008 -0.002 -0.0004
H 2.420 -2.378 2.948 -0.005 0.011 0.024 -0.0024
H 3.632 -2.610 1.705 0.006 -0.030 -0.005 -0.0006
H 1.126 -2.873 -0.896 -0.036 0.021 -0.019 0.0001
H 0.090 -3.104 0.486 -0.017 -0.021 -0.007 -0.0045
H 2.952 -4.221 0.251 -0.006 0.017 -0.011 -0.0001
H 1.462 -5.128 0.058 -0.019 0.019 0.000 0.0001
H 1.883 -4.461 1.630 0.000 0.013 -0.004 0.0003
H 3.111 0.284 -0.144 -0.027 0.019 -0.003 0.0010
H 2.038 -0.474 -1.280 0.005 0.010 -0.027 0.0013
H 4.622 -1.755 -0.172 -0.019 0.005 0.003 -0.0001
H 4.404 -1.092 -1.784 -0.014 0.011 0.002 -0.0001
H 3.524 -2.537 -1.312 0.003 0.011 0.009 0.0001
N -3.263 -2.483 1.845 -0.175 -0.190 -0.005 -0.0026
C -2.598 -1.377 1.545 0.403 0.248 -0.187 -0.0011
O -1.354 -1.365 1.526 -0.619 -0.579 0.112 -0.0017
C -3.387 -0.144 1.221 -0.031 0.031 0.058 0.0047
I -2.646 1.466 2.404 -0.056 0.123 0.149 0.0001
H -2.746 -3.330 2.026 -0.009 0.000 -0.015 0.0003
H -4.265 -2.533 1.776 0.003 -0.010 0.026 -0.0005
H -4.445 -0.240 1.437 -0.034 -0.006 -0.057 0.0001
H -3.219 0.157 0.189 0.014 -0.067 -0.023 -0.0037
S -2.929 -2.397 -3.867 -0.029 0.004 -0.011 -0.0002
C -2.205 -1.097 -3.168 -0.026 0.192 -0.029 -0.0003
S -1.295 -1.206 -1.688 0.175 -0.303 0.288 0.0048
C -1.042 0.510 -1.675 0.137 0.212 0.217 0.0109
N -1.563 1.118 -2.678 -0.097 -0.280 -0.151 0.0023
N -2.190 0.214 -3.520 0.022 0.305 -0.132 0.0005
C -2.819 0.777 -4.683 0.055 -0.070 0.174 -0.0002
C -2.684 0.157 -5.911 0.018 -0.031 -0.155 0.0000
C -3.289 0.730 -7.021 0.002 -0.010 -0.004 -0.0001
C -4.010 1.909 -6.902 0.016 -0.011 0.072 0.0001
C -4.124 2.526 -5.661 0.014 -0.032 -0.035 0.0000
C -3.529 1.959 -4.546 -0.052 0.054 0.012 0.0003
S -0.208 1.344 -0.374 -0.170 -0.049 -0.452 -0.0109
H -2.118 -0.759 -6.002 -0.034 0.054 -0.001 0.0000
H -3.189 0.248 -7.985 -0.004 0.013 0.002 0.0000
H -4.478 2.350 -7.772 0.009 -0.005 0.010 0.0000
H -4.679 3.449 -5.560 0.007 -0.018 -0.007 0.0000
H -3.600 2.432 -3.576 0.001 0.001 -0.009 0.0000
```
Positions in Å, forces in eV/Å.

Computed properties:
Relative energy (zero: lowest compared OMol25 entry of this formula, charge and spin)   0.387 eV
Largest force on an atom   0.9 eV/A
2S+1   2
Expectation value of S²   0.758
E_HOMO (spin up / spin down)   -9.787 / -9.513 eV
Total charge   +1

This record from the Open Molecules 2025 dataset describes an isolated molecule of C19H30N2O3. The level of theory is wB97M-V/def2-TZVPD.

Geometry as XYZ:
```
54
Properties=species:S:1:pos:R:3:forces:R:3:lowdin_charge:R:1
O -2.378 -0.452 0.814 0.180 -0.319 0.164 -0.0291
C -2.801 0.760 0.226 0.154 0.512 -0.481 -0.3298
C -1.683 1.394 -0.626 -0.561 -0.236 0.007 -0.1437
O -0.562 1.761 0.150 0.208 -0.079 0.231 -0.0372
C 0.491 0.905 0.317 0.231 0.023 0.042 -0.2696
C 0.566 -0.403 -0.148 -0.368 0.134 -0.188 -0.0221
C 1.707 -1.152 0.087 0.241 0.107 0.195 -0.0364
C 2.780 -0.636 0.796 0.016 -0.197 -0.016 -0.2321
C 2.694 0.672 1.267 -0.100 -0.008 -0.028 -0.0252
C 1.571 1.433 1.027 -0.180 0.024 -0.055 0.0066
H 1.500 2.449 1.382 -0.008 0.126 0.043 0.1182
H 3.526 1.091 1.810 0.055 0.060 0.065 0.1125
C 4.033 -1.444 1.017 0.007 0.296 0.159 -0.1305
N 5.178 -1.039 0.218 0.586 -0.138 -0.086 -0.1289
C 4.895 -0.875 -1.200 0.236 0.154 -0.137 -0.1847
C 6.212 -0.589 -1.921 -0.168 0.169 0.051 -0.1832
C 6.849 0.663 -1.322 -0.081 -0.260 0.273 -0.1767
H 6.228 1.533 -1.545 0.036 0.063 -0.007 0.1138
C 6.929 0.483 0.195 0.388 0.099 -0.335 -0.2129
O 5.659 0.221 0.736 -0.773 -0.250 0.067 -0.1245
H 7.617 -0.339 0.438 -0.063 0.062 0.027 0.1241
H 7.266 1.396 0.691 0.013 -0.073 -0.019 0.1229
H 7.846 0.830 -1.731 0.040 0.057 -0.017 0.1098
H 6.882 -1.440 -1.782 -0.002 -0.050 -0.056 0.1128
H 6.031 -0.459 -2.989 0.014 -0.041 -0.032 0.1087
H 4.180 -0.060 -1.384 0.007 -0.088 0.035 0.1295
H 4.459 -1.812 -1.554 -0.051 0.006 0.038 0.1278
H 4.351 -1.369 2.060 -0.021 -0.131 -0.071 0.1295
H 3.854 -2.496 0.778 0.010 0.062 0.051 0.1246
H 1.750 -2.166 -0.285 0.014 -0.112 -0.035 0.1139
H -0.254 -0.859 -0.680 -0.076 0.023 -0.003 0.1058
H -1.403 0.723 -1.444 0.006 0.053 -0.002 0.1310
H -2.056 2.331 -1.049 0.007 -0.114 -0.007 0.1351
C -4.038 0.469 -0.638 0.336 0.114 0.414 -0.1462
N -5.253 0.644 0.131 -0.071 0.192 -0.068 -0.1711
C -6.432 0.942 -0.659 -0.079 -0.062 -0.268 -0.1994
C -6.999 -0.272 -1.405 -0.106 0.147 0.255 -0.1864
C -7.318 -1.377 -0.403 0.212 -0.119 -0.197 -0.2099
C -6.071 -1.703 0.415 -0.126 0.223 0.110 -0.1802
C -5.520 -0.431 1.071 0.084 -0.262 0.141 -0.1843
H -4.595 -0.658 1.601 -0.097 0.028 0.103 0.1081
H -6.252 -0.052 1.793 0.008 -0.056 0.059 0.1229
H -6.304 -2.436 1.190 0.067 -0.065 0.012 0.1091
H -5.309 -2.138 -0.234 0.040 -0.091 -0.013 0.1061
H -7.676 -2.270 -0.921 -0.080 0.017 0.055 0.1058
H -8.111 -1.036 0.267 -0.084 -0.013 0.027 0.1106
H -7.897 0.020 -1.952 0.012 0.008 -0.090 0.1068
H -6.264 -0.630 -2.130 0.010 -0.020 -0.097 0.1081
H -6.189 1.744 -1.360 -0.046 0.034 0.053 0.1141
H -7.193 1.318 0.034 -0.055 0.049 -0.062 0.1204
H -3.917 -0.544 -1.049 0.038 0.050 -0.109 0.1290
H -4.061 1.177 -1.469 -0.023 -0.024 -0.043 0.1256
H -3.082 1.479 1.010 -0.010 -0.063 -0.162 0.1564
H -1.617 -0.274 1.379 -0.025 -0.026 0.007 0.0943
```
Positions in Å, forces in eV/Å.

Computed properties:
Relative energy (zero: lowest compared OMol25 entry of this formula, charge and spin)   3.526 eV
Largest force on an atom   0.8 eV/A
E_HOMO   -8.093 eV
Structure (SMILES)   O[C@@H](COc1ccc(CN2CCCCO2)cc1)CN1CCCCC1

This record from the Open Molecules 2025 dataset describes a cluster of 2 separate species, C19H30N3O6 in total in a non-equilibrium geometry. The level of theory is wB97M-V/def2-TZVPD.

Geometry as XYZ:
```
58
Properties=species:S:1:pos:R:3:forces:R:3:mulliken_spin:R:1
N -0.588 0.064 -0.217 -0.016 -0.706 0.267 -0.0003
C -0.427 1.119 -0.633 0.032 0.763 -0.289 0.0003
O -0.264 2.321 -1.090 0.128 0.110 -0.383 -0.0001
C -1.497 2.944 -1.487 -0.973 0.072 0.694 0.0000
N -1.948 2.581 -2.816 0.570 -0.098 -0.240 0.0000
C -2.621 3.644 -3.395 0.149 0.078 0.116 0.0000
O -2.962 3.722 -4.540 -0.096 0.116 -0.343 0.0000
C -2.796 4.646 -2.270 -0.328 -0.284 0.276 0.0000
C -3.290 6.033 -2.589 0.085 0.191 -0.312 0.0000
C -4.776 6.159 -2.407 -0.260 -0.023 -0.225 0.0000
O -5.536 5.242 -2.384 -0.098 -0.194 0.263 0.0000
O -5.205 7.463 -2.314 0.502 0.059 0.244 0.0000
C -1.488 4.461 -1.500 0.867 0.599 -0.369 0.0000
C -0.230 5.027 -2.176 0.427 0.021 1.073 0.0000
C 0.928 5.106 -1.167 -0.574 -0.911 -0.659 0.0000
C 2.245 4.602 -1.558 -0.084 0.803 0.305 0.0000
O 1.951 6.009 -1.463 0.212 0.387 0.252 0.0000
H -2.265 2.641 -0.768 0.176 -0.295 0.138 0.0000
H -1.368 2.013 -3.417 -0.130 -0.230 0.073 0.0000
H -3.553 4.167 -1.639 -0.221 0.076 0.029 0.0000
H -3.095 6.301 -3.629 0.127 0.052 -0.095 0.0000
H -2.825 6.796 -1.968 0.200 0.037 0.028 0.0000
H -5.518 7.600 -1.411 -0.400 0.078 -0.180 0.0000
H -1.532 4.938 -0.523 -0.272 -0.355 0.330 0.0000
H 0.121 4.381 -2.972 -0.249 0.172 -0.514 0.0000
H -0.388 6.049 -2.516 -0.202 -0.013 -0.318 0.0000
H 0.662 4.989 -0.118 -0.008 0.278 0.051 0.0000
H 2.418 4.336 -2.589 0.109 -0.555 0.018 0.0000
H 2.884 4.249 -0.761 0.317 -0.226 -0.226 0.0000
C 2.047 -5.653 0.266 -0.093 0.088 -0.024 0.0212
C 2.496 -5.272 1.694 0.091 -0.535 -1.022 0.0056
C 1.713 -6.082 2.727 -0.252 0.060 0.325 0.0312
C 0.255 -5.642 2.864 0.048 0.086 -0.063 -0.0222
C 0.161 -4.139 3.129 0.104 -0.376 0.262 0.0299
C 0.923 -3.293 2.110 -0.708 0.482 -0.813 0.0000
N 2.317 -3.809 1.944 -0.017 -0.333 1.657 0.3844
O 3.080 -3.404 2.906 0.082 0.177 -0.524 0.5514
C 0.173 -3.271 0.766 0.028 -0.231 -0.096 0.0290
C 0.976 -1.846 2.585 0.220 0.116 0.256 -0.0101
C 3.978 -5.614 1.786 0.213 0.126 0.238 -0.0053
H 2.590 -6.536 -0.070 0.065 -0.022 0.100 0.0016
H 0.990 -5.899 0.196 0.005 0.065 0.016 0.0006
H 2.262 -4.851 -0.439 0.004 0.016 0.015 -0.0131
H 2.201 -5.987 3.702 0.057 0.088 -0.040 0.0036
H 1.763 -7.139 2.454 0.048 -0.006 -0.055 0.0001
H -0.314 -5.907 1.968 0.025 0.013 -0.022 -0.0001
H -0.210 -6.185 3.689 -0.014 -0.014 -0.010 0.0018
H -0.884 -3.825 3.135 -0.008 0.067 -0.044 0.0005
H 0.555 -3.936 4.130 0.095 0.047 -0.053 0.0051
H 0.772 -2.784 -0.003 0.015 0.018 0.008 -0.0156
H -0.749 -2.703 0.867 0.044 0.095 0.099 0.0004
H -0.112 -4.257 0.406 0.068 0.008 0.030 0.0019
H 1.394 -1.759 3.586 0.076 -0.053 -0.057 0.0024
H -0.035 -1.442 2.606 -0.058 -0.036 -0.077 0.0004
H 1.572 -1.233 1.908 0.001 -0.017 -0.019 -0.0041
H 4.558 -5.027 1.073 -0.016 0.012 -0.003 -0.0033
H 4.114 -6.669 1.553 -0.070 -0.036 -0.062 0.0004
H 4.380 -5.439 2.782 -0.045 0.094 -0.028 0.0022
```
Positions in Å, forces in eV/Å.

Computed properties:
Largest force on an atom   1.7 eV/A
2S+1   2
Expectation value of S²   0.754
E_HOMO (spin up / spin down)   -8.166 / -9.166 eV